Entry 1:
Formula: C39H38BF4O23
Source: the OMol25 dataset
Level of theory: wB97M-V/def2-TZVPD

XYZ file:
```
105
Properties=species:S:1:pos:R:3:lowdin_charge:R:1
B -17.175 21.207 47.571 -1.37
F -16.140 20.379 46.926 0.03
F -16.775 22.484 47.510 0.20
F -18.341 21.003 46.772 0.10
F -17.293 20.779 48.783 0.26
C -23.087 20.946 51.913 0.14
C -23.698 21.723 50.667 -0.14
C -22.923 21.823 49.493 -0.47
O -23.303 22.283 48.450 0.12
C -21.553 21.396 49.610 0.11
C -20.981 20.611 50.756 -0.17
C -21.733 20.336 51.889 -0.42
O -21.364 19.799 52.906 0.14
O -19.668 20.346 50.805 0.17
O -24.810 22.511 50.767 0.09
H -23.587 20.903 52.897 0.11
H -20.974 21.399 48.559 0.17
H -19.154 20.625 50.155 0.02
H -24.941 22.912 49.905 0.10
C -23.408 20.588 44.298 0.13
C -22.073 20.279 45.168 -0.13
C -21.865 19.018 45.716 -0.38
O -20.909 18.731 46.468 0.09
C -22.803 17.918 45.342 0.13
C -24.114 18.242 44.596 -0.10
C -24.395 19.595 44.146 -0.41
O -25.428 19.873 43.494 0.07
O -24.950 17.248 44.071 0.11
O -21.140 21.226 45.391 0.12
H -23.440 21.589 43.983 0.09
H -22.588 16.885 45.618 0.11
H -25.592 17.710 43.667 0.02
H -20.386 20.812 45.805 0.07
C -12.527 25.157 46.701 0.10
C -13.063 25.430 45.322 -0.12
C -13.869 24.336 44.722 -0.40
O -14.139 24.436 43.514 0.06
C -14.110 23.167 45.472 0.08
C -13.623 22.926 46.919 -0.09
C -12.622 23.907 47.493 -0.39
O -12.154 23.730 48.563 0.15
O -14.034 21.931 47.718 0.10
O -12.911 26.681 44.690 0.03
H -11.835 25.797 47.175 0.09
H -14.872 22.696 45.011 0.06
H -14.589 21.299 47.185 0.10
H -13.305 26.526 43.726 0.17
C -13.466 25.870 52.518 0.15
C -12.741 24.607 53.094 -0.10
C -13.091 23.286 52.685 -0.30
O -12.513 22.147 52.974 0.04
C -14.248 23.173 51.729 0.13
C -15.008 24.424 51.292 -0.10
C -14.653 25.779 51.687 -0.39
O -15.220 26.766 51.246 0.14
O -16.208 24.389 50.509 0.06
O -11.600 24.771 53.942 0.08
H -13.079 26.688 53.043 0.09
H -14.603 22.368 51.254 0.06
H -16.151 23.455 50.191 0.11
H -11.042 24.172 53.589 0.03
C -17.906 25.271 41.876 0.09
C -17.556 23.902 41.244 -0.11
C -17.325 22.754 42.010 -0.39
O -17.198 21.658 41.439 0.07
C -17.426 22.907 43.435 0.08
C -17.620 24.210 44.099 -0.12
C -17.905 25.402 43.242 -0.36
O -17.997 26.533 43.817 0.08
O -17.489 24.295 45.427 0.14
O -17.458 23.809 39.841 0.04
H -17.958 26.095 41.163 0.12
H -17.385 22.082 43.970 0.04
H -17.320 23.411 45.785 0.09
H -17.241 22.789 39.746 0.16
C -14.071 18.892 44.152 -0.02
C -13.125 18.097 45.048 -0.47
O -12.359 17.238 44.516 0.00
C -13.223 18.294 46.530 -0.03
H -14.061 18.471 43.108 0.11
H -13.857 20.049 44.305 0.13
H -14.956 18.892 44.652 0.00
H -14.304 18.495 46.773 0.07
H -12.779 19.340 46.909 0.13
H -12.609 17.479 46.972 0.09
C -20.790 19.649 41.908 -0.02
C -19.959 18.836 42.908 -0.49
O -20.158 17.634 43.071 0.04
C -18.671 19.404 43.528 -0.02
H -20.104 19.699 40.937 0.13
H -20.946 20.741 42.297 0.11
H -21.584 18.857 41.958 0.09
H -18.337 19.328 44.485 0.02
H -18.625 20.492 43.741 0.05
H -17.749 19.326 42.774 0.14
C -18.929 15.729 46.703 0.00
C -17.942 16.280 47.649 -0.43
O -17.552 15.603 48.616 0.03
C -17.256 17.625 47.436 0.00
H -19.641 14.979 47.082 0.09
H -18.498 15.397 45.921 0.00
H -19.675 16.709 46.515 0.14
H -16.880 17.702 46.517 0.04
H -16.585 17.770 48.248 0.09
H -17.780 18.444 47.740 0.04
```

Output
* multiplicity: 1
* Kohn-Sham gap: 0.2284 hartree
* highest occupied orbital energy: -7.226 eV
* total charge: -1
* LUMO energy: -1.01 eV
* energy above the lowest of the compared OMol25 structures with the same formula, charge and spin: 2.472 eV

Entry 2:
Formula: C39H38ClFN4RuS2SbSi
Source: the OMol25 dataset
Level of theory: wB97M-V/def2-TZVPD

XYZ file:
```
88
Properties=species:S:1:pos:R:3:lowdin_charge:R:1
Ru -0.053 -1.537 0.204 1.05
C 2.424 -0.045 -1.841 -0.20
Si 2.869 -1.695 -1.123 0.46
C 2.054 -2.961 -2.210 -0.15
C 4.702 -1.883 -1.078 -0.16
N 1.961 -1.827 0.479 -0.12
C 2.437 -1.911 1.727 -0.27
C 3.832 -1.870 2.057 0.05
C 4.264 -1.995 3.347 -0.01
C 3.346 -2.160 4.395 0.05
C 1.971 -2.189 4.138 0.05
C 1.559 -2.071 2.850 -0.18
F 0.226 -2.120 2.596 0.02
H 2.953 0.059 -2.793 0.06
H 2.717 0.792 -1.203 0.03
H 1.355 0.033 -2.045 0.00
H 2.256 -2.686 -3.249 0.07
H 0.968 -2.997 -2.087 0.00
H 2.439 -3.972 -2.058 0.05
H 5.040 -1.893 -2.119 0.07
H 5.033 -2.820 -0.624 0.05
H 5.208 -1.051 -0.584 0.05
H 4.548 -1.734 1.264 0.09
H 5.324 -1.974 3.562 0.14
H 3.698 -2.269 5.412 0.14
H 1.246 -2.315 4.931 0.15
N -2.546 -0.307 2.100 0.14
C -2.904 -0.710 0.880 -0.69
N -2.061 -1.155 -0.047 -0.13
C -2.750 -1.486 -1.238 -0.35
C -2.163 -1.927 -2.415 -0.03
C -2.980 -2.205 -3.498 -0.04
C -4.365 -2.052 -3.408 -0.04
C -4.954 -1.600 -2.240 -0.05
C -4.123 -1.311 -1.165 -0.46
S -4.563 -0.686 0.408 1.17
H -1.604 -0.435 2.427 0.05
H -3.246 -0.014 2.763 0.12
H -1.087 -2.050 -2.484 0.09
H -2.542 -2.543 -4.428 0.12
H -4.986 -2.283 -4.262 0.13
H -6.027 -1.476 -2.168 0.13
S 0.313 0.658 0.692 0.22
Sb -0.389 2.924 0.243 1.50
C -2.439 2.882 -0.075 -0.36
C -3.308 3.652 0.694 -0.10
C -4.662 3.638 0.383 -0.04
C -5.127 2.870 -0.676 -0.04
C -4.249 2.104 -1.434 -0.08
C -2.894 2.104 -1.140 -0.14
C 0.408 3.779 1.959 -0.38
C -0.354 4.528 2.853 -0.10
C 0.269 5.080 3.964 -0.04
C 1.628 4.887 4.169 -0.03
C 2.378 4.133 3.273 -0.05
C 1.774 3.571 2.160 -0.15
C 0.740 3.474 -1.401 -0.37
C 1.689 4.478 -1.224 -0.11
C 2.429 4.892 -2.324 -0.04
C 2.219 4.305 -3.564 -0.03
C 1.262 3.307 -3.727 -0.05
C 0.510 2.883 -2.644 -0.13
H -2.959 4.267 1.510 0.08
H -5.350 4.237 0.965 0.12
H -6.182 2.875 -0.918 0.13
H -4.617 1.515 -2.265 0.12
H -2.215 1.507 -1.737 0.09
H -1.409 4.698 2.701 0.08
H -0.310 5.669 4.663 0.12
H 2.109 5.335 5.028 0.12
H 3.438 3.993 3.437 0.12
H 2.362 2.988 1.462 0.09
H 1.847 4.946 -0.260 0.10
H 3.160 5.681 -2.212 0.12
H 2.802 4.631 -4.416 0.12
H 1.094 2.868 -4.701 0.12
H -0.240 2.114 -2.779 0.09
Cl 1.766 -6.934 0.188 0.78
C 0.392 -5.910 0.196 -0.63
C -0.895 -6.420 0.151 -0.02
C -1.950 -5.524 0.175 0.00
C -1.694 -4.168 0.211 -0.10
N -0.443 -3.671 0.224 -0.06
C 0.581 -4.545 0.242 -0.17
H -1.060 -7.489 0.103 0.14
H -2.974 -5.869 0.162 0.13
H -2.508 -3.463 0.230 0.10
H 1.584 -4.151 0.286 0.08
```

Output
* multiplicity: 1
* Kohn-Sham gap (spin up / spin down): 0.1761 / 0.1747 hartree
* highest occupied orbital energy (spin up / spin down): -15.845 / -15.817 eV
* total charge: +3
* LUMO energy (spin up / spin down): -11.05 / -11.06 eV

Entry 3:
Formula: C39H38ClOP2Sc
Source: the OMol25 dataset
Level of theory: wB97M-V/def2-TZVPD

XYZ file:
```
82
Properties=species:S:1:pos:R:3:lowdin_charge:R:1
Sc 0.000 0.000 0.000 0.60
Cl -0.828 1.278 -1.834 0.19
P -0.381 -1.885 -1.307 0.95
P 0.400 2.027 1.067 0.96
C -0.295 -3.505 -0.461 -0.37
C 0.794 -2.114 -2.692 -0.36
C -2.036 -1.893 -2.077 -0.39
C -1.064 2.983 1.610 -0.35
C 1.398 1.956 2.598 -0.36
C 1.342 3.161 -0.009 -0.39
C -1.410 -4.339 -0.329 -0.06
C -1.298 -5.559 0.341 -0.05
C -0.074 -5.954 0.880 -0.05
C 1.042 -5.124 0.750 -0.06
C 0.932 -3.906 0.087 -0.13
H -2.363 -4.040 -0.753 0.10
H -2.170 -6.200 0.438 0.12
H 0.011 -6.903 1.400 0.12
H 1.997 -5.423 1.172 0.12
H 1.802 -3.261 -0.008 0.11
C -3.135 -1.590 -1.261 -0.13
C -4.425 -1.625 -1.784 -0.06
C -4.626 -1.948 -3.128 -0.04
C -3.533 -2.237 -3.946 -0.04
C -2.240 -2.213 -3.423 -0.05
H -2.962 -1.312 -0.224 0.10
H -5.272 -1.387 -1.147 0.12
H -5.631 -1.963 -3.539 0.12
H -3.686 -2.477 -4.994 0.12
H -1.391 -2.430 -4.063 0.11
C 1.069 -3.392 -3.201 -0.07
C 1.953 -3.549 -4.268 -0.04
C 2.570 -2.433 -4.834 -0.04
C 2.300 -1.159 -4.331 -0.05
C 1.419 -0.997 -3.263 -0.11
H 0.599 -4.264 -2.757 0.12
H 2.161 -4.543 -4.653 0.12
H 3.262 -2.557 -5.663 0.12
H 2.779 -0.288 -4.768 0.12
H 1.199 -0.008 -2.872 0.03
C 2.676 2.518 2.685 -0.06
C 3.407 2.418 3.871 -0.04
C 2.866 1.761 4.975 -0.05
C 1.590 1.199 4.893 -0.06
C 0.861 1.293 3.711 -0.13
H 3.098 3.037 1.830 0.11
H 4.398 2.858 3.928 0.12
H 3.437 1.683 5.896 0.12
H 1.165 0.681 5.748 0.12
H -0.129 0.850 3.649 0.10
C -2.288 2.814 0.949 -0.11
C -3.402 3.554 1.342 -0.05
C -3.308 4.460 2.400 -0.04
C -2.093 4.629 3.065 -0.04
C -0.975 3.893 2.674 -0.08
H -2.352 2.113 0.123 0.03
H -4.347 3.418 0.824 0.11
H -4.180 5.031 2.707 0.12
H -2.015 5.329 3.892 0.12
H -0.035 4.019 3.202 0.12
C 1.134 4.544 -0.020 -0.05
C 1.902 5.359 -0.852 -0.04
C 2.883 4.800 -1.670 -0.04
C 3.094 3.419 -1.662 -0.05
C 2.322 2.602 -0.841 -0.13
H 0.364 4.981 0.609 0.11
H 1.728 6.432 -0.864 0.12
H 3.476 5.437 -2.321 0.12
H 3.850 2.979 -2.306 0.12
H 2.455 1.522 -0.846 0.09
H -3.920 2.101 -2.262 0.02
H -3.434 2.322 -2.779 0.01
C -0.386 -2.182 3.582 0.04
C 0.726 -1.695 2.702 -0.35
C 2.163 -1.983 3.021 0.04
O 0.444 -1.036 1.652 -0.17
H 0.005 -2.744 4.455 0.11
H -1.053 -2.849 2.998 0.12
H -0.977 -1.321 3.956 0.11
H 2.619 -2.568 2.196 0.11
H 2.718 -1.031 3.135 0.11
H 2.261 -2.566 3.961 0.11
```

Output
* multiplicity: 1
* Kohn-Sham gap: 0.2502 hartree
* highest occupied orbital energy: -13.910 eV
* total charge: +2
* LUMO energy: -7.10 eV
* energy above the lowest of the compared OMol25 structures with the same formula, charge and spin: 1.226 eV

Entry 4:
Formula: C39H38CrFN5O10S
Source: the OMol25 dataset
Level of theory: wB97M-V/def2-TZVPD

XYZ file:
```
95
Properties=species:S:1:pos:R:3:lowdin_spin:R:1
Cr 0.210 -0.681 0.344 3.68
C -1.645 2.188 3.005 0.00
C -1.970 1.886 1.564 0.01
C -2.953 0.948 1.250 0.00
C -3.307 0.696 -0.069 0.00
C -4.420 -0.276 -0.388 0.00
C -2.640 1.372 -1.087 0.00
C -1.635 2.288 -0.809 0.00
C -0.911 3.006 -1.920 0.00
C -1.330 2.552 0.525 0.01
H -2.471 2.722 3.481 0.00
H -0.751 2.807 3.089 0.00
H -1.480 1.264 3.564 0.00
H -3.450 0.409 2.052 0.00
H -5.389 0.230 -0.383 0.00
H -4.464 -1.081 0.350 0.00
H -4.286 -0.719 -1.381 0.00
H -2.898 1.166 -2.124 0.00
H -1.493 3.860 -2.277 0.00
H -0.734 2.337 -2.764 0.00
H 0.059 3.373 -1.581 0.00
H -0.580 3.304 0.754 0.00
C -2.903 -7.019 -1.550 0.00
C -3.877 -5.854 -1.454 0.00
N -3.186 -4.558 -1.418 0.01
C -2.862 -4.034 -0.205 0.01
C -2.128 -2.915 -0.005 0.01
C -1.898 -2.472 1.444 0.01
O -2.620 -2.990 2.287 0.01
O -0.974 -1.612 1.626 0.03
C -1.657 -2.202 -1.146 0.02
O -1.010 -1.157 -1.110 0.02
C -1.957 -2.786 -2.455 0.00
C -1.443 -2.185 -3.595 0.00
C -1.687 -2.720 -4.822 0.00
F -1.117 -2.139 -5.900 0.00
C -2.493 -3.855 -4.985 0.00
C -3.005 -4.448 -3.848 0.00
C -2.724 -3.948 -2.570 0.00
N -2.849 -4.387 -6.257 0.00
C -2.729 -5.827 -6.458 0.00
C -3.935 -6.287 -7.292 0.00
N -4.412 -5.086 -8.068 0.00
C -3.231 -4.362 -8.655 0.00
C -2.493 -3.674 -7.488 0.00
H -3.444 -7.967 -1.545 0.00
H -2.220 -7.010 -0.700 0.00
H -2.305 -6.963 -2.463 0.00
H -4.459 -5.923 -0.539 0.00
H -4.587 -5.860 -2.277 0.00
H -3.236 -4.562 0.666 0.00
H -0.816 -1.303 -3.492 0.00
H -3.652 -5.309 -3.957 0.00
H -2.721 -6.355 -5.512 0.00
H -1.793 -6.072 -6.973 0.00
H -4.763 -6.624 -6.674 0.00
H -3.672 -7.069 -8.000 0.00
H -4.833 -4.452 -7.386 0.00
H -5.105 -5.338 -8.767 0.00
H -3.579 -3.642 -9.389 0.00
H -2.618 -5.106 -9.156 0.00
H -2.816 -2.641 -7.403 0.00
H -1.423 -3.675 -7.698 0.00
O 3.183 -1.662 2.993 0.01
C 2.456 -1.768 2.026 0.01
O 1.717 -0.838 1.521 0.04
C 2.370 -3.136 1.331 0.00
C 1.640 -3.324 0.167 0.03
C 1.475 -4.582 -0.397 0.00
C 2.073 -5.680 0.197 0.00
C 2.834 -5.474 1.333 0.00
C 2.992 -4.231 1.913 0.00
N 3.503 -6.650 1.950 0.00
O 3.280 -7.745 1.468 0.00
O 4.231 -6.456 2.897 0.00
H 1.191 -2.449 -0.282 0.02
H 0.889 -4.708 -1.301 0.00
H 1.974 -6.677 -0.205 0.00
H 3.578 -4.099 2.812 0.00
O 5.611 0.139 -1.897 0.00
S 4.673 1.226 -1.849 0.00
O 4.932 2.379 -2.670 0.00
N 3.156 0.674 -2.085 0.00
C 2.406 0.864 -1.025 0.01
O 1.198 0.458 -0.966 0.04
C 3.081 1.595 0.098 0.00
C 2.552 2.050 1.289 0.00
C 3.405 2.665 2.196 0.00
C 4.762 2.810 1.913 0.00
C 5.286 2.373 0.704 0.00
C 4.418 1.775 -0.185 0.00
H 1.505 1.901 1.510 0.00
H 3.014 3.024 3.142 0.00
H 5.415 3.272 2.643 0.00
H 6.339 2.485 0.474 0.00
```

Output
* multiplicity: 5
* Kohn-Sham gap (spin up / spin down): 0.1833 / 0.2025 hartree
* highest occupied orbital energy (spin up / spin down): -7.202 / -7.724 eV
* LUMO energy (spin up / spin down): -2.21 / -2.21 eV
* energy above the lowest of the compared OMol25 structures with the same formula, charge and spin: 0.916 eV